Record 1
{
  "formula": "C20H60O16",
  "method": "ωB97M-V/def2-TZVPD",
  "species": ["O", "C", "C", "O", "H", "H", "H", "H", "H", "H", "O", "C", "C", "O", "H", "H", "H", "H", "H", "H", "O", "C", "C", "O", "H", "H", "H", "H", "H", "H", "O", "C", "C", "O", "H", "H", "H", "H", "H", "H", "O", "C", "C", "O", "H", "H", "H", "H", "H", "H", "O", "C", "C", "O", "H", "H", "H", "H", "H", "H", "C", "C", "O", "H", "H", "H", "H", "H", "H", "C", "C", "O", "H", "H", "H", "H", "H", "H", "C", "C", "O", "H", "H", "H", "H", "H", "H", "C", "C", "O", "H", "H", "H", "H", "H", "H"],
  "coordinates": [[-1.55283, -4.96582, -2.73836], [-0.74099, -4.28625, -1.83047], [0.27528, -3.38749, -2.52702], [0.93271, -4.24592, -3.52181], [-1.00150, -5.34591, -3.43589], [-1.40244, -3.74117, -1.15391], [-0.20739, -4.98760, -1.19094], [1.02861, -3.05573, -1.79670], [-0.15674, -2.52544, -3.01550], [0.98663, -3.75860, -4.35236], [1.87055, 5.16809, -0.52035], [2.74647, 4.06912, -0.80589], [2.20963, 3.33332, -1.99807], [2.01355, 4.22544, -3.08620], [2.42180, 5.96023, -0.42556], [3.76031, 4.40633, -1.03383], [2.77306, 3.39583, 0.04712], [1.26938, 2.82046, -1.75953], [2.92961, 2.60224, -2.38659], [1.51122, 4.92813, -2.66564], [-1.51241, 0.84186, -4.18794], [-0.19358, 1.13556, -4.59249], [0.22813, 0.29285, -5.80131], [0.03122, -1.07811, -5.51065], [-1.54297, 0.35087, -3.34397], [-0.12348, 2.18659, -4.88895], [0.52429, 0.93325, -3.79739], [1.29620, 0.37614, -6.06775], [-0.39092, 0.62312, -6.65059], [-0.90648, -1.14960, -5.29412], [-1.16164, -4.01946, 4.16486], [0.02960, -3.34343, 3.85307], [-0.19936, -2.66528, 2.47871], [-0.69085, -3.60783, 1.57289], [-1.82860, -3.31349, 4.27263], [0.33524, -2.57122, 4.58785], [0.83108, -4.07720, 3.77424], [0.70675, -2.16588, 2.09087], [-0.95431, -1.85770, 2.61106], [-1.29986, -4.10744, 2.13874], [0.91012, 0.86454, 0.18955], [0.31209, 0.15534, -0.87883], [-0.98544, -0.48641, -0.51014], [-1.65740, -0.82057, -1.71175], [1.82631, 1.02835, -0.12128], [0.01912, 0.83662, -1.72976], [1.02886, -0.58267, -1.24117], [-1.61451, 0.16195, 0.16300], [-0.91633, -1.39770, 0.11238], [-2.46225, -1.33704, -1.54830], [-3.58133, 1.35639, 2.97282], [-3.04664, 0.06598, 3.08195], [-4.01459, -0.74361, 3.95026], [-3.48236, -2.09502, 4.02667], [-3.08343, 1.92281, 2.34821], [-2.98703, -0.38707, 2.07034], [-2.02300, 0.00755, 3.50609], [-5.02892, -0.80135, 3.57215], [-3.98623, -0.26676, 4.93929], [-4.22686, -2.66395, 4.25646], [3.67322, -1.35682, 0.81389], [4.33302, -0.95213, -0.48284], [3.81744, 0.35333, -0.84156], [3.93638, -0.69085, 1.64675], [3.88362, -2.37882, 1.03582], [2.59979, -1.33430, 0.61514], [4.09475, -1.64169, -1.27673], [5.41725, -0.81290, -0.38160], [3.95735, 0.40816, -1.79969], [3.83478, 2.22948, 2.34690], [4.26008, 2.48877, 3.78608], [4.58468, 1.20680, 4.28874], [3.48693, 3.15366, 1.87437], [3.02467, 1.48394, 2.33387], [4.66217, 1.80241, 1.76992], [3.43952, 2.88159, 4.39116], [5.16467, 3.09747, 3.83454], [4.96604, 1.31826, 5.16585], [0.16249, 3.17821, 2.03770], [-0.83345, 3.53980, 0.98095], [-2.16506, 3.19598, 1.39319], [1.16169, 3.45450, 1.68503], [0.14332, 2.10624, 2.27347], [-0.02729, 3.73363, 2.95993], [-0.60011, 2.97063, 0.06828], [-0.75503, 4.59881, 0.67810], [-2.77465, 3.53692, 0.73644], [-4.94825, -0.33538, -0.49822], [-4.94879, -1.31618, -1.63975], [-3.95313, -2.36141, -1.38496], [-5.25960, -0.78980, 0.44019], [-5.64725, 0.48546, -0.67155], [-3.95811, 0.12583, -0.34198], [-4.64452, -0.81346, -2.57521], [-5.93792, -1.79132, -1.80787], [-3.99591, -2.98508, -2.11456]],
  "mulliken_charge": [-0.574, -0.300, 0.633, -0.643, 0.355, 0.037, 0.295, -0.099, -0.043, 0.356, -0.524, 0.435, 0.023, -0.634, 0.287, 0.562, -0.732, -0.029, 0.024, 0.415, -0.608, 0.208, -0.552, -0.480, 0.291, 0.405, -0.209, 0.330, 0.271, 0.301, -0.589, -0.573, 0.463, -0.466, 0.376, 0.297, 0.387, 0.028, -0.310, 0.401, 0.269, 0.284, 1.156, -0.008, -0.408, -0.676, 0.242, -0.553, -0.325, 0.040, -0.606, 0.395, -0.629, -0.480, 0.460, -0.185, 0.235, 0.364, 0.278, 0.266, -0.405, -0.528, -0.412, 0.184, 0.479, -0.217, 0.420, 0.309, 0.199, -0.322, -0.505, -0.511, 0.313, -0.156, 0.345, 0.297, 0.336, 0.293, -0.497, 0.073, -0.535, 0.002, -0.056, 0.534, -0.154, 0.327, 0.244, -0.671, -0.319, -0.507, 0.221, 0.458, -0.066, 0.240, 0.361, 0.289],
  "smiles": "OCCO.OCCO.OCCO.OCCO.OCCO.OCCO.CCO.CCO.CCO.CCO",
  "charge": 0,
  "e_above_lowest_kj_mol": 25.56
}



Record 2
{
  "formula": "C20H61Ba2F6O17",
  "method": "ωB97M-V/def2-TZVPD",
  "species": ["Ba", "Ba", "O", "H", "C", "O", "O", "C", "F", "F", "F", "C", "C", "H", "H", "H", "H", "H", "H", "C", "O", "O", "C", "F", "F", "F", "C", "C", "H", "H", "H", "H", "H", "H", "C", "O", "H", "H", "H", "H", "C", "O", "H", "H", "H", "H", "C", "O", "H", "H", "H", "H", "C", "O", "H", "H", "H", "H", "C", "O", "H", "H", "H", "H", "C", "O", "H", "H", "H", "H", "C", "O", "H", "H", "H", "H", "C", "O", "H", "H", "H", "H", "C", "O", "H", "H", "H", "H", "C", "O", "H", "H", "H", "H", "C", "O", "H", "H", "H", "H", "C", "O", "H", "H", "H", "H"],
  "coordinates": [[1.97198, 2.31535, -2.21430], [4.34862, 2.99891, 1.01085], [4.47815, 2.03165, -1.35870], [4.48136, 1.06844, -1.19515], [1.20320, 0.14648, 0.40586], [0.43667, 0.41811, -0.78384], [2.20668, 1.16278, 0.48340], [0.33510, -0.11084, 1.66312], [-0.57929, -1.06838, 1.50188], [1.08662, -0.50840, 2.69307], [-0.37136, 0.95238, 2.14039], [-0.57230, -0.48953, -1.20737], [-1.02217, -0.23102, -2.59446], [-1.85259, -0.90168, -2.81516], [-1.33977, 0.80535, -2.70930], [-0.19818, -0.42873, -3.28005], [-1.50115, -0.39023, -0.64570], [-0.23069, -1.52432, -1.23252], [1.64331, -0.82526, 0.18199], [-0.70292, 3.57051, -4.07791], [-0.67257, 3.27946, -2.65240], [0.51668, 3.17003, -4.66605], [-2.01898, 3.07779, -4.73525], [-2.04139, 3.11617, -6.07708], [-2.40412, 1.82879, -4.57442], [-3.09134, 3.78155, -4.40902], [-1.40884, 4.15707, -1.83308], [-1.10983, 3.67354, -0.39280], [-0.04141, 3.82370, -0.23780], [-1.67875, 4.35380, 0.24098], [-1.26440, 2.61824, -0.16794], [-2.49481, 4.21623, -1.90558], [-0.98185, 5.15974, -1.85398], [-0.82409, 4.65231, -4.13387], [2.94241, 1.42681, 4.67615], [3.44289, 1.50430, 3.34851], [3.69774, 1.65623, 5.42777], [2.06311, 2.04080, 4.87096], [2.73253, 0.36464, 4.80207], [2.82327, 1.02813, 2.79089], [-0.36836, -3.70746, -3.47202], [-1.02706, -4.29119, -2.33079], [0.45165, -3.05721, -3.16729], [0.02118, -4.50893, -4.09972], [-0.87513, -3.05094, -4.17932], [-0.70139, -3.86339, -1.53547], [5.31962, -0.57626, 1.21855], [5.74979, 0.73314, 1.55562], [6.12978, -1.18478, 0.81673], [5.00182, -0.92142, 2.20240], [4.50599, -0.67737, 0.50030], [6.69846, 0.60343, 1.62488], [1.16773, -2.73270, 5.36760], [1.44292, -1.59838, 6.19917], [2.12068, -3.21601, 5.15218], [0.49748, -3.46675, 5.81484], [0.74256, -2.27348, 4.47515], [1.86540, -1.87649, 7.01511], [-4.15408, -1.33918, -3.98954], [-5.19874, -1.59315, -4.87374], [-3.98468, -0.26396, -3.93213], [-4.32372, -1.76681, -3.00138], [-3.24030, -1.66043, -4.48944], [-6.05943, -1.30788, -4.55839], [-0.68811, -4.72073, 1.14891], [-1.17384, -3.67318, 0.34358], [0.25920, -5.17690, 0.86150], [-0.42443, -4.41579, 2.16162], [-1.45920, -5.47907, 1.28467], [-1.85873, -3.20142, 0.82312], [-4.04066, -2.05263, 1.01715], [-3.22897, -2.47594, 2.12943], [-3.68196, -1.05231, 0.77470], [-3.90914, -2.60107, 0.08441], [-5.09369, -1.90514, 1.25687], [-3.09965, -1.72298, 2.71074], [-3.08240, 2.08905, 2.43138], [-2.90962, 1.62855, 3.72876], [-2.83085, 1.27952, 1.74620], [-4.12131, 2.40948, 2.50946], [-2.40427, 2.92513, 2.26047], [-3.22561, 2.33640, 4.29506], [0.99409, 3.96258, 2.73976], [2.06300, 4.86432, 2.36070], [1.14224, 3.76398, 3.80122], [-0.04002, 4.25996, 2.56574], [0.99387, 3.00844, 2.21277], [2.00943, 4.88048, 1.40233], [-4.08539, 1.48964, -1.62179], [-5.03013, 2.18209, -0.80976], [-3.14034, 2.02185, -1.51351], [-4.04926, 0.46937, -1.23989], [-4.48200, 1.42751, -2.63517], [-5.52228, 1.50170, -0.34451], [3.89181, -1.02598, -2.23373], [2.89514, -0.20320, -2.89158], [4.75167, -0.44667, -1.89737], [3.51796, -1.62600, -1.40408], [4.23060, -1.81585, -2.90411], [3.32849, 0.36855, -3.52948], [3.47194, -4.01448, 0.90287], [2.51668, -4.19715, -0.11735], [3.02404, -3.35314, 1.64457], [3.74481, -4.93692, 1.41546], [4.39694, -3.60675, 0.49516], [2.55976, -3.48886, -0.76393]],
  "mulliken_charge": [2.066, 1.914, -1.287, 0.282, 0.469, 0.088, -0.670, -0.221, 0.118, -0.189, -0.195, 0.353, -0.533, -0.041, -0.387, 0.464, -0.233, 0.007, -0.214, 0.006, -0.080, -0.978, 0.627, -0.305, -0.270, -0.306, -0.682, -0.105, -0.243, 0.449, -0.048, 0.367, 0.432, 0.314, -0.616, -0.310, 0.314, 0.185, 0.223, 0.127, -0.326, -0.477, -0.082, 0.373, 0.220, 0.351, -0.437, -0.475, 0.524, 0.317, -0.176, 0.291, -0.291, -0.523, 0.273, 0.344, -0.085, 0.274, -0.176, -0.571, 0.064, 0.185, 0.208, 0.298, -0.760, -0.233, 0.265, 0.216, 0.299, 0.225, -0.442, -0.567, -0.096, 0.326, 0.426, 0.305, 0.022, -0.527, -0.255, 0.447, -0.019, 0.297, -0.130, -0.577, 0.350, 0.361, -0.180, 0.288, 0.025, -0.601, -0.210, 0.082, 0.260, 0.340, -0.689, -0.492, 0.493, -0.050, 0.395, 0.369, -0.422, -0.490, 0.113, 0.365, 0.224, 0.248],
  "charge": 1,
  "energy_ev": -74219.8581
}



Record 3
{
  "formula": "C20H64KO23",
  "method": "ωB97M-V/def2-TZVPD",
  "species": ["K", "O", "C", "C", "O", "H", "H", "H", "H", "C", "C", "O", "O", "H", "H", "H", "H", "H", "H", "C", "C", "O", "O", "H", "H", "H", "H", "H", "H", "C", "C", "O", "O", "H", "H", "H", "H", "H", "H", "C", "C", "O", "O", "H", "H", "H", "H", "H", "H", "C", "C", "O", "O", "H", "H", "H", "H", "H", "H", "C", "C", "O", "O", "H", "H", "H", "H", "H", "H", "C", "C", "O", "O", "H", "H", "H", "H", "H", "H", "C", "C", "O", "O", "H", "H", "H", "H", "H", "H", "C", "C", "O", "O", "H", "H", "H", "H", "H", "H", "O", "H", "H", "O", "H", "H", "O", "H", "H"],
  "coordinates": [[-1.75440, -0.58026, 1.42960], [1.89679, -0.79706, 0.15564], [1.58191, -0.86600, -1.26082], [0.08567, -1.09206, -1.51623], [-0.64041, 0.00565, -1.16772], [2.10607, -1.86767, -1.61688], [1.99587, -0.02474, -1.78681], [-0.30858, -2.07497, -1.00808], [-0.09609, -1.35138, -2.56840], [-0.32335, 0.78497, 4.33246], [0.85809, 0.15263, 3.54853], [0.70356, 0.39385, 2.18756], [-1.53140, 0.10734, 4.05294], [-0.48283, 1.80470, 4.10835], [-0.11070, 0.65527, 5.35572], [1.15089, -0.85858, 3.86136], [1.72447, 0.76757, 3.96587], [1.18801, -0.19735, 1.54605], [-1.65889, -0.62679, 4.68827], [6.21878, -0.33822, -2.48797], [4.96626, -0.19201, -1.70386], [5.11648, -1.15812, -0.68058], [6.47132, -1.67296, -2.86407], [7.10040, 0.13513, -1.92765], [6.07945, 0.37044, -3.33729], [4.18384, -0.42455, -2.36715], [4.78164, 0.79762, -1.27022], [4.27742, -1.41006, -0.27825], [6.11852, -2.17120, -2.15255], [1.58129, 4.13834, -1.88995], [0.28675, 3.31235, -2.10713], [-0.15412, 2.72657, -0.91220], [2.60747, 3.35088, -1.36824], [1.35507, 5.05675, -1.20896], [1.98673, 4.59370, -2.75222], [0.66043, 2.45089, -2.67951], [-0.43607, 3.88563, -2.65277], [-0.15290, 1.73250, -0.94181], [2.24492, 3.09259, -0.50288], [-0.71760, 0.44503, -4.68580], [-1.37225, 1.25990, -5.76394], [-1.44316, 2.62600, -5.33892], [-1.50753, 0.63204, -3.54648], [0.39779, 0.65134, -4.54794], [-0.75379, -0.61766, -4.96242], [-2.32912, 0.72231, -5.86798], [-0.74149, 1.23817, -6.61270], [-1.70587, 2.52140, -4.45043], [-1.03474, 0.45908, -2.67901], [2.30319, -4.68812, 3.02333], [2.21089, -4.18864, 1.58816], [1.18518, -3.18941, 1.47811], [2.15753, -3.58540, 3.95175], [3.27853, -5.16030, 3.12408], [1.47693, -5.37175, 3.19983], [2.11151, -5.01395, 0.86196], [3.27314, -3.76668, 1.42682], [1.66379, -1.65735, 0.62245], [1.65592, -2.93739, 3.41205], [-4.37915, -2.36923, -1.42149], [-3.31652, -3.14902, -2.20028], [-2.87953, -4.08492, -1.27966], [-4.95155, -1.22998, -2.01457], [-3.89801, -2.00978, -0.56683], [-5.20655, -3.02728, -1.10452], [-2.59613, -2.34678, -2.46419], [-3.54423, -3.63631, -3.14573], [-1.87819, -4.14635, -1.17320], [-4.24463, -0.69342, -2.31671], [-3.45517, 1.99602, -0.71581], [-4.78393, 2.19154, -0.12983], [-5.71832, 1.18916, -0.45427], [-3.03517, 0.62116, -0.49178], [-2.72357, 2.69763, -0.30147], [-3.38737, 2.10651, -1.76723], [-5.24542, 3.07099, -0.53423], [-4.69472, 2.25816, 0.93812], [-5.22661, 0.41391, -0.74144], [-2.18578, 0.39130, -0.96585], [2.78025, 2.89787, 2.50740], [3.65179, 4.15458, 2.14851], [2.96861, 5.35176, 2.26391], [1.51984, 2.82809, 1.85566], [2.47361, 3.02900, 3.54241], [3.36180, 2.00757, 2.36144], [3.98350, 4.05924, 1.09263], [4.48918, 4.04628, 2.85705], [2.28634, 5.44716, 1.55898], [0.97547, 2.06890, 2.06450], [-1.22042, -5.27266, 1.11315], [-2.06681, -4.26213, 1.86307], [-1.25591, -3.23970, 2.38511], [-0.50999, -4.77029, -0.02769], [-1.88487, -5.99961, 0.64414], [-0.54475, -5.81417, 1.76661], [-2.67422, -4.79366, 2.60639], [-2.80480, -3.83478, 1.18195], [-0.28814, -3.40365, 2.21006], [0.15575, -4.09779, 0.29590], [-0.03828, 5.14202, 1.01768], [0.29366, 4.26708, 1.25201], [-0.53794, 4.87528, 0.26200], [-1.68555, -2.53484, 4.93670], [-2.48564, -2.91620, 5.27414], [-1.71953, -2.77358, 3.97787], [-4.90599, 6.76953, 0.93943], [-4.56594, 6.11189, 1.59089], [-4.18767, 7.42344, 0.85392]],
  "mulliken_charge": [0.447, -0.704, -0.517, 0.226, 0.251, 0.310, 0.134, -0.655, 0.360, -0.977, 0.319, -0.349, -0.557, 0.318, 0.566, 0.229, 0.112, 0.328, 0.301, -0.519, 0.155, -0.657, -0.508, 0.242, 0.313, 0.120, 0.245, 0.276, 0.334, -0.525, 0.021, 0.055, -0.493, 0.157, 0.473, -0.112, 0.304, -0.142, 0.128, -0.134, -0.715, -0.578, -0.414, 0.160, 0.339, 0.255, 0.442, 0.321, 0.066, -0.530, -0.312, -0.057, -0.593, 0.428, 0.205, 0.347, 0.112, -0.112, 0.106, -0.127, 0.320, -0.495, -0.643, -0.002, 0.437, -0.339, 0.296, 0.338, 0.316, 0.159, -0.612, -0.633, -0.288, -0.038, 0.145, 0.352, 0.290, 0.369, 0.105, -0.488, -0.603, -0.596, 0.007, 0.392, 0.306, 0.264, 0.380, 0.337, 0.225, -1.005, 0.011, -0.366, -0.696, 0.518, 0.348, 0.265, 0.115, 0.044, 0.266, -0.754, 0.368, 0.317, -0.753, 0.311, 0.488, -0.642, 0.325, 0.319],
  "charge": -1,
  "energy_ev": -85194.9362
}



| no. | largest force on an atom (eV/Å) |
| --- | --- |
| 1 | 2.43 |
| 2 | 3.40 |
| 3 | 4.29 |